C31H19Cl4N4O4PdS2Si2 as an isolated structure in a non-equilibrium geometry, computed with wB97M-V/def2-TZVPD.

Structure (XYZ):
```
67
Properties=species:S:1:pos:R:3
Pd 0.67 0.27 -0.23
S -0.86 1.34 1.54
C -2.23 1.50 0.49
C -3.55 1.36 0.93
C -4.61 1.53 0.05
C -5.95 1.33 0.52
N -7.02 1.17 0.91
C -4.38 1.87 -1.29
C -3.06 1.98 -1.74
C -2.01 1.79 -0.86
S -0.36 1.97 -1.44
C -5.46 2.01 -2.22
N -6.33 2.12 -2.96
H -3.75 1.09 1.96
H -2.86 2.19 -2.78
O 3.13 -1.73 4.91
C 3.74 -0.61 4.62
O 4.68 -0.19 5.26
C 3.22 0.17 3.45
C 3.67 1.42 3.07
Cl 4.76 2.45 3.86
N 3.02 1.79 1.95
N 2.14 0.84 1.59
C 2.25 -0.14 2.46
C 1.39 -1.36 2.24
O 1.41 -2.27 3.08
O 0.69 -1.37 1.18
C 3.12 2.99 1.18
C 1.95 3.59 0.74
C 2.03 4.72 -0.06
C 3.27 5.25 -0.41
C 4.43 4.63 0.04
C 4.36 3.50 0.82
H 2.42 -1.98 4.24
H 0.99 3.17 1.01
H 1.12 5.18 -0.42
H 3.33 6.13 -1.04
H 5.40 5.03 -0.25
H 5.27 2.99 1.13
Cl 2.55 -1.12 -3.30
Si 2.36 0.27 -1.81
Cl 4.12 0.08 -0.73
Cl 2.56 2.04 -2.84
C -4.70 -2.11 0.60
C -3.53 -2.26 1.33
C -2.30 -1.97 0.76
C -2.21 -1.52 -0.56
C -3.40 -1.38 -1.29
C -4.63 -1.68 -0.72
Si -0.64 -1.21 -1.53
C 0.25 -2.83 -1.91
C 0.08 -3.35 -3.19
C 0.67 -4.55 -3.56
C 1.44 -5.25 -2.64
C 1.61 -4.75 -1.36
C 1.01 -3.55 -0.99
H -5.66 -2.32 1.05
H -3.57 -2.60 2.36
H -1.39 -2.08 1.34
H -3.37 -1.02 -2.31
H -5.54 -1.55 -1.30
H -1.05 -0.64 -2.83
H -0.50 -2.80 -3.93
H 0.53 -4.93 -4.56
H 1.91 -6.18 -2.93
H 2.21 -5.29 -0.64
H 1.14 -3.17 0.01
```

The spin multiplicity is 1. The total energy comes out at -137611.250 eV. Its charge is -1.


C31H20BCl4DyF10N3O4 as an isolated structure in a non-equilibrium geometry, computed with wB97M-V/def2-TZVPD.

Structure (XYZ):
```
74
Properties=species:S:1:pos:R:3
Dy -0.67 0.00 -0.09
C -2.13 -1.81 -2.38
N -0.87 -1.07 -2.30
C -0.90 0.11 -3.17
C -1.52 1.38 -2.59
N -0.85 1.80 -1.34
C -0.43 3.12 -1.42
C -0.77 4.15 -0.46
F -2.38 3.03 0.94
C -0.65 5.47 -0.84
F -1.51 6.39 -0.35
C 0.13 5.85 -1.96
F 0.22 7.12 -2.42
C 0.69 4.83 -2.74
F 1.29 5.10 -3.95
C 0.52 3.51 -2.38
F 1.29 2.51 -2.93
C 0.25 -2.00 -2.68
C 2.00 -1.94 -0.67
N 1.44 -0.81 0.05
C 2.28 -0.04 0.85
C 3.05 0.98 0.24
F 3.19 1.05 -1.09
C 3.77 1.91 0.97
F 4.58 2.74 0.27
C 3.61 1.97 2.35
F 4.25 2.98 3.07
C 3.01 0.86 2.97
F 2.83 0.82 4.30
C 2.39 -0.17 2.26
F 1.60 -1.04 2.91
H -2.97 -1.09 -2.45
H -2.22 -2.43 -1.50
H -2.12 -2.39 -3.34
H -1.34 -0.17 -4.15
H 0.13 0.36 -3.43
H -2.59 1.45 -2.39
H -1.30 2.10 -3.39
H 1.02 -1.38 -3.23
H -0.13 -2.81 -3.39
H 2.84 -1.67 -1.36
H 2.49 -2.67 0.04
Cl -3.47 -0.06 0.28
C -3.76 -1.46 1.52
Cl -2.21 -2.34 1.73
H -4.58 -2.10 1.10
H -4.05 -0.98 2.52
Cl 1.51 3.43 6.28
C 0.41 2.80 5.16
C -0.43 1.68 5.41
C -0.78 0.78 4.37
Cl -1.14 -0.82 4.67
C -0.51 1.16 3.03
O -0.57 0.38 2.06
C -0.13 2.55 2.80
C -1.17 3.78 0.95
O -0.10 2.99 1.47
C 0.48 3.28 3.82
H -0.63 1.40 6.39
H -1.43 4.62 1.55
H 1.05 4.20 3.62
O 1.58 -4.08 -1.94
B 0.87 -2.78 -1.43
O -0.17 -3.32 -0.56
C -0.32 -4.64 -0.84
C -1.27 -5.46 -0.27
C -1.10 -6.85 -0.51
C -0.23 -7.24 -1.54
C 0.61 -6.38 -2.18
C 0.73 -5.08 -1.72
H -2.00 -4.90 0.33
H -1.69 -7.58 0.00
H -0.22 -8.30 -1.79
H 1.21 -6.75 -3.05
```

The spin multiplicity is 6. As for the expectation value of S²: 9.3396. The total energy comes out at -147157.678 eV. Its charge is -1.